36
Properties=species:S:1:pos:R:3 method="wB97M-V/def2-TZVPD" charge=+2 lumo_energy_ev=-9.182 de_lowest_kcal_mol=16.5 gap_ev=5.05 homo_energy_ev=-14.23
Sn -0.05724 -0.22601 -0.42276
O -0.01271 3.44921 0.01731
C -0.03959 2.34088 -0.25645
C 0.00670 -2.74879 -0.27812
O 0.02696 -3.85899 -0.00506
C 2.39842 -0.09807 -0.16158
O 3.46278 0.02593 0.24651
C -2.50572 -0.12126 -0.14719
O -3.57513 0.03471 0.24528
C -0.00771 0.67310 -2.56119
H -0.92750 1.24676 -2.74041
H 0.91779 1.24850 -2.69818
C -0.00339 -0.75655 -2.70852
H 0.92395 -1.30112 -2.93316
H -0.91996 -1.30036 -2.97741
C 0.35205 2.42580 3.70920
N 0.18303 1.17086 4.43769
C 0.19105 1.28789 5.88297
C 0.03611 0.01463 3.72019
N 0.08367 0.05330 2.38759
N -0.17740 -1.20124 4.28735
C -0.23232 -1.61007 5.67556
C -0.32001 -2.28983 3.34252
H 0.45511 3.23576 4.43399
H -0.51965 2.61743 3.06705
H 1.25422 2.38402 3.08206
H -0.77513 1.00273 6.31977
H 1.03319 0.74356 6.33089
H 0.34185 2.34716 6.11059
H 0.26503 1.03985 2.19746
H -1.19916 -2.09364 5.88304
H 0.55131 -2.35674 5.87903
H -0.10804 -0.78644 6.36758
H -1.13979 -2.08263 2.64584
H 0.58895 -2.39727 2.73938
H -0.51673 -3.21188 3.89678

***

49
Properties=species:S:1:pos:R:3 method="wB97M-V/def2-TZVPD" multiplicity=6 charge=+1 lumo_energy_ev="-4.450 / -6.335" de_lowest_kcal_mol=6.4 gap_ev="6.92 / 5.45" homo_energy_ev="-11.37 / -11.79"
Ru -1.40879 -1.70953 0.18254
C 0.11025 -2.19203 -3.62233
C -0.74106 -2.74327 -2.52732
C -2.11059 -2.44314 -2.46700
C -2.92504 -2.97750 -1.46043
C -2.37813 -3.86357 -0.51578
C -1.00554 -4.15999 -0.56004
C -0.19894 -3.60202 -1.55872
H -0.46687 -2.05306 -4.53230
H 0.95140 -2.84718 -3.83039
H 0.50599 -1.21961 -3.32795
H -2.54742 -1.83537 -3.24958
H -3.99573 -2.80637 -1.48331
H -3.02448 -4.37217 0.18867
H -0.59442 -4.90957 0.10805
H 0.84638 -3.87585 -1.62551
N 4.07892 6.73064 2.01826
C 3.50346 5.77376 1.76937
C 2.79271 4.59117 1.45175
C 3.34535 3.67858 0.55236
C 2.65401 2.52573 0.24090
C 1.40004 2.29646 0.79961
C 0.84935 3.20588 1.69811
C 1.54836 4.34826 2.03439
C 0.65666 1.07683 0.41889
C -0.44858 1.24855 -0.41692
C -0.89009 2.48610 -0.97282
C -2.04482 2.22630 -1.66683
C -2.29722 0.84102 -1.50644
N -1.35549 0.26385 -0.78525
C 1.10242 -0.12070 0.98442
C 2.00763 -0.22738 2.09169
C 2.03472 -1.55095 2.45179
C 1.19146 -2.22942 1.53842
N 0.67083 -1.38632 0.64939
H 4.31297 3.87046 0.11574
H 3.06719 1.80972 -0.45370
H -0.11638 3.00399 2.13630
H 1.14368 5.05186 2.74589
H -0.39927 3.43078 -0.84760
H -2.65932 2.91852 -2.20778
H -3.14289 0.28474 -1.87942
H 2.51752 0.59475 2.55732
H 2.59455 -2.00766 3.24320
H 1.01557 -3.29406 1.47244
O -1.64285 -0.21283 2.10589
C -2.54762 -0.94970 2.53032
O -2.93700 -1.96081 1.91387
H -3.02289 -0.70788 3.49783

***

72
Properties=species:S:1:pos:R:3 method="wB97M-V/def2-TZVPD" multiplicity=5 charge=+3 lumo_energy_ev="-8.199 / -12.287" de_lowest_kcal_mol=25.6 gap_ev="6.95 / 2.85" homo_energy_ev="-15.15 / -15.14"
Co 0.60411 -1.07204 0.52292
P -1.30632 -1.34143 1.53382
P 1.23939 0.67267 1.45996
P 0.72590 -3.15160 -0.04898
H -0.43853 0.83911 -1.70320
C -1.10076 -0.04269 -1.83446
C -2.33954 -0.10163 -1.36555
H -2.77957 0.78825 -0.90371
C -2.53309 -0.06457 1.98315
C -0.84972 -1.85504 3.25571
C -2.53916 -2.66135 1.16315
C 1.92224 1.92585 0.33542
C 0.24573 1.68905 2.62945
C 2.61255 -0.03174 2.43692
C -0.52448 -3.66283 -1.27899
C 0.63383 -4.29236 1.36710
C 2.29011 -3.55278 -0.86953
H -0.57825 -0.87129 -2.34275
H -2.97494 -0.96793 -1.48052
H -3.52132 -0.50627 1.80593
H -2.43971 0.87274 1.42161
H -2.43792 0.11146 3.06557
H -0.18519 -1.11608 3.72066
H -0.40716 -2.85275 3.25325
H -1.81832 -1.88231 3.76158
H -2.94782 -2.51396 0.15592
H -3.32947 -2.47991 1.90536
H -2.13165 -3.66473 1.30733
H 2.88714 2.30899 0.67734
H 1.23546 2.77190 0.24290
H 2.06841 1.52712 -0.68027
H 0.85163 2.44681 3.14361
H -0.23296 1.06914 3.41359
H -0.56378 2.19296 2.06517
H 3.16065 0.71329 3.01927
H 3.29432 -0.55115 1.75905
H 2.22097 -0.79141 3.12015
H -0.09239 -4.43220 -1.92858
H -0.82970 -2.82359 -1.90278
H -1.42862 -4.06270 -0.81992
H 1.08121 -5.25298 1.09533
H -0.39807 -4.45108 1.70864
H 1.19382 -3.87396 2.20699
H 2.31212 -4.59480 -1.19116
H 3.09586 -3.35107 -0.17911
H 2.39163 -2.88985 -1.73456
C 2.97534 -0.49666 -2.56879
C 3.96639 0.44847 -2.27670
C 4.97036 0.63441 -3.23352
C 5.07719 -0.16074 -4.37307
C 4.07364 -1.09853 -4.63503
C 3.03122 -1.28125 -3.73939
O 1.81661 -0.70125 -1.85339
H 1.58308 -0.28068 -0.93468
H 3.94254 1.01892 -1.35786
H 5.70376 1.42391 -3.07204
H 5.87765 0.00696 -5.10089
H 4.10483 -1.70315 -5.53177
H 2.20992 -1.96570 -3.92639
N -4.19904 6.53465 0.32802
C -3.69485 5.27448 0.26874
C -4.55336 4.15524 0.34620
C -3.98921 2.88067 0.32030
N -2.67324 2.67368 0.23775
C -1.84964 3.72290 0.08342
C -2.30176 5.04263 0.11036
H -5.18043 6.70029 0.49195
H -3.58813 7.33595 0.32631
H -5.62933 4.26749 0.46633
H -4.62356 1.99392 0.36947
H -0.77813 3.52026 -0.06809
H -1.61047 5.88385 0.05000